{
  "formula": "C23H31FN2O2",
  "method": "wB97M-V/def2-TZVPD",
  "species": ["H", "H", "C", "H", "H", "C", "H", "H", "C", "H", "F", "H", "H", "H", "C", "C", "H", "C", "H", "H", "H", "H", "C", "C", "C", "H", "O", "H", "H", "C", "N", "C", "H", "H", "C", "H", "C", "C", "H", "H", "H", "C", "C", "N", "H", "H", "C", "C", "H", "C", "C", "H", "O", "H", "C", "C", "H", "H", "C"],
  "xyz": [[-0.34636, 0.56544, -3.07285], [6.80186, 0.64810, 2.47807], [3.61357, -0.19279, -1.72830], [-3.57582, 0.20882, 2.89666], [-0.27529, -1.17614, -2.70038], [-1.76252, 3.08947, 0.73206], [-4.18400, -0.01702, 0.06839], [1.26078, -0.24982, 1.28976], [0.13638, 2.60637, -1.23156], [3.64311, -0.50239, 1.64392], [-1.46766, 5.40257, 0.39458], [-4.47000, -2.39845, -2.65410], [5.32157, 1.19918, 1.68122], [0.88372, 2.42089, -1.98832], [-4.14032, -1.63315, -1.94267], [-4.61483, 0.12172, 2.53805], [-4.86273, -3.13343, 1.89952], [-1.14337, 4.13125, 0.06984], [-0.60032, -0.56068, -0.25201], [8.10751, -1.33280, 1.46015], [-5.61172, -2.12230, -0.46196], [-5.20563, -2.24864, 3.38673], [4.14990, -0.35850, -0.45041], [-0.65614, -0.20789, -2.37079], [6.29918, 0.75095, 1.52023], [4.29201, -0.17952, -2.56686], [-2.84352, 0.78626, -2.49806], [-4.85744, 1.00812, 1.95432], [8.08328, -0.55257, -0.13013], [-4.58704, -2.26317, 2.49085], [-2.71714, -1.42724, -2.08736], [-0.47465, 1.53639, -0.58895], [6.87971, 1.41544, 0.88481], [-2.11500, -2.21606, -1.91297], [-0.19223, 3.90878, -0.90864], [-4.09989, -3.02676, -0.30082], [6.16887, -0.61610, 0.84804], [-4.05536, -1.01116, 0.50355], [1.88286, 0.07585, -2.92081], [-5.27468, 0.08470, 3.40366], [-2.97663, -1.15529, 0.70627], [-0.11439, 0.11592, -0.96627], [3.28042, -0.37706, 0.63577], [-4.83372, -1.05817, 1.72785], [7.42754, -2.17906, 0.06130], [0.27391, 4.74576, -1.40413], [-2.17517, -0.21154, -2.33248], [-4.52594, -2.04546, -0.52136], [-2.50014, 3.29570, 1.49164], [2.25499, -0.05021, -1.91597], [1.91955, -0.23680, 0.43259], [-1.89858, 0.97288, 0.90697], [5.49818, -0.50723, -0.40036], [-4.61056, -0.68178, -2.20104], [7.53993, -1.21098, 0.54216], [1.38063, -0.07375, -0.83595], [-3.53195, -2.36270, 2.79691], [5.61912, -1.30690, 1.50418], [-1.41781, 1.79296, 0.39542]],
  "forces_ev_per_a": [[0.00, -0.07, -0.05], [0.05, 0.01, 0.12], [0.27, 0.01, 0.16], [0.05, 0.01, 0.02], [0.03, 0.00, -0.05], [0.02, 0.32, -0.02], [0.09, 0.03, 0.00], [-0.08, 0.01, 0.09], [-0.13, -0.02, 0.12], [0.08, 0.00, 0.07], [0.02, -0.08, -0.04], [-0.02, 0.14, 0.02], [-0.05, 0.07, 0.06], [0.10, 0.00, -0.09], [-0.26, -0.12, 0.12], [-0.03, -0.06, -0.04], [0.02, -0.11, 0.03], [-0.01, -0.14, 0.05], [0.04, 0.07, -0.04], [0.08, -0.01, 0.09], [-0.05, -0.07, 0.02], [0.00, -0.07, 0.05], [-0.27, 0.06, -0.24], [-0.13, 0.06, 0.22], [-0.22, -0.31, -0.21], [0.09, 0.00, -0.10], [-0.14, 0.35, -0.04], [0.01, 0.09, 0.02], [0.09, 0.08, -0.06], [-0.09, 0.05, -0.08], [-0.09, -0.47, 0.12], [-0.11, -0.01, 0.19], [0.08, 0.07, -0.06], [0.08, 0.14, -0.08], [-0.10, 0.14, 0.05], [-0.06, -0.09, 0.02], [0.35, 0.06, 0.42], [-0.22, -0.16, -0.09], [-0.06, 0.00, -0.13], [0.01, 0.07, 0.07], [-0.03, 0.10, 0.01], [0.06, 0.12, -0.12], [0.30, -0.05, 0.14], [0.03, 0.07, 0.02], [0.03, -0.10, -0.03], [0.04, 0.10, -0.03], [0.47, -0.14, -0.27], [0.23, 0.26, -0.12], [-0.07, 0.06, 0.08], [-0.06, -0.05, 0.13], [-0.04, -0.01, -0.20], [-0.06, -0.13, 0.04], [0.03, -0.03, -0.16], [0.00, -0.15, -0.02], [-0.47, 0.04, -0.02], [-0.06, -0.21, 0.10], [0.04, 0.00, 0.00], [0.04, 0.08, -0.13], [0.13, 0.01, -0.13]],
  "nbo_charge": [0.23, 0.21, -0.25, 0.16, 0.21, -0.28, 0.21, 0.21, -0.21, 0.21, -0.33, 0.19, 0.22, 0.21, -0.22, -0.41, 0.20, 0.40, 0.21, 0.21, 0.22, 0.20, 0.30, -0.48, -0.64, 0.22, -0.62, 0.20, 0.21, -0.42, -0.62, 0.07, 0.21, 0.39, -0.28, 0.19, 0.10, -0.22, 0.21, 0.20, 0.15, -0.26, -0.26, -0.43, 0.22, 0.23, 0.68, -0.42, 0.23, -0.20, -0.19, 0.21, -0.50, 0.24, -0.61, -0.05, 0.16, 0.17, -0.21],
  "relative_energy_ev": 0.207,
  "molar_mass_da": 386.51,
  "total_energy_ev": -34147.3148,
  "gap_ev": 8.93,
  "smiles": "CC(C)Oc1ccc([C@H](CC(=O)NCCCN(C)C)c2ccc(F)cc2)cc1"
}